[1]
The following is a DFT calculation (the ωB97M-V functional and the def2-TZVPD basis) of 12 unconnected molecules or ions with the total composition C66H150N6O12 in a non-equilibrium geometry.

Results
HOMO level = -7.6 eV
total charge = 0
ΔE to the lowest compared entry with this formula, charge and spin = 67.1 kJ/mol
total energy = -104373.8193 eV
structure (SMILES) = CC1(C)CCCC(C)(C)N1O.CC1(C)CCCC(C)(C)N1O.CC1(C)CCCC(C)(C)N1O.CC1(C)CCCC(C)(C)N1O.CC1(C)CCCC(C)(C)N1O.CC1(C)CCCC(C)(C)N1O.CCO.CCO.CCO.CCO.CCO.CCO

Each line ends with the Löwdin charge.
Geometry (Å):
O -0.970 -5.764 0.354  -0.058
O -2.069 -2.168 -1.525  -0.074
O 6.235 -1.197 5.673  0.010
O -2.664 2.779 3.757  -0.015
O -3.325 -4.928 -1.072  -0.090
O 1.296 0.087 -4.597  -0.037
O -0.777 2.781 1.112  -0.019
O -5.527 1.997 -4.416  -0.006
O 0.347 -1.490 -0.488  -0.107
O 6.475 -2.710 0.734  -0.014
O 3.931 4.813 -3.338  -0.060
O 0.241 -3.461 1.502  -0.094
N -0.126 3.945 1.735  -0.039
N 4.908 -1.576 5.750  -0.141
N 5.575 -2.302 -0.285  -0.099
N -3.577 2.024 4.540  -0.077
N -5.817 2.671 -3.318  -0.136
N 0.658 0.050 -5.830  -0.086
C -6.270 1.762 -2.218  -0.500
C 0.978 2.653 3.485  -0.026
C 6.060 -1.183 -1.091  -0.503
C 2.424 -3.082 5.017  -0.179
C 1.165 3.730 2.396  -0.502
C -7.662 1.229 -2.633  -0.043
C -4.467 -5.093 -1.809  -0.338
C 0.570 -0.174 -0.039  -0.274
C -0.435 2.252 -5.416  -0.028
C -5.340 0.609 -1.913  -0.022
C 1.702 2.196 -6.713  -0.017
C -3.975 0.736 6.573  -0.152
C -0.218 5.168 0.869  -0.482
C -4.925 -0.196 5.782  -0.170
C 0.833 0.657 -1.306  -0.038
C 1.717 6.267 2.083  -0.194
C 3.587 -2.796 -1.753  -0.111
C -1.725 -2.254 2.122  -0.062
C -5.110 4.479 -1.717  -0.142
C -4.721 1.445 3.786  -0.476
C 4.657 -2.872 6.431  -0.479
C 0.355 6.423 1.492  -0.172
C 5.405 -3.917 5.662  -0.036
C 4.901 -0.659 -1.968  -0.142
C 3.070 3.678 -3.359  -0.322
C -5.339 3.454 -0.522  -0.157
C -0.585 -3.153 2.607  -0.266
C -5.670 2.551 3.261  -0.038
C 0.900 -2.491 -5.828  -0.039
C 5.577 -4.450 -1.423  -0.025
C -1.695 5.420 0.569  -0.040
C 4.128 -1.211 4.553  -0.454
C 2.655 -1.145 -6.956  -0.022
C 0.398 1.360 -6.400  -0.497
C 6.505 -0.028 -0.191  -0.034
C 2.679 -1.650 4.571  -0.167
C -1.943 0.230 5.273  -0.029
C 3.897 -4.096 0.330  -0.043
C 0.301 0.092 -8.622  -0.155
C 3.680 2.285 -3.335  -0.078
C 0.344 -1.307 -7.930  -0.120
C -1.199 -7.318 2.097  -0.089
C -6.524 2.578 -0.943  -0.140
C 1.687 5.060 3.019  -0.117
C 4.049 0.352 4.382  -0.030
C 4.120 -1.727 -2.759  -0.156
C 2.291 3.222 1.533  -0.031
C 0.455 4.973 -0.513  -0.040
C 5.079 -2.779 7.951  -0.028
C -4.775 3.714 -2.967  -0.466
C -3.316 3.268 -2.794  -0.031
C -0.392 1.103 -7.674  -0.141
C 7.220 -1.588 -2.014  -0.033
C -3.003 -2.436 -3.748  -0.065
C -1.581 -6.946 0.701  -0.353
C 1.134 -1.187 -6.604  -0.455
C -1.972 -1.757 -2.849  -0.329
C 4.650 -3.364 -0.812  -0.463
C 4.657 -1.816 3.217  -0.034
C -5.603 0.681 4.778  -0.168
C -2.134 2.353 6.590  -0.029
C 3.123 -3.227 6.405  -0.106
C -4.868 4.795 -4.138  -0.028
C -2.923 1.335 5.694  -0.485
C -4.305 0.625 2.557  -0.016
C -5.166 -6.360 -1.322  -0.073
H 4.205 -2.754 2.897  0.066
H -0.141 -2.665 -5.558  0.071
H -2.364 5.591 1.413  0.088
H 2.577 -2.603 7.113  0.117
H 2.611 4.916 3.580  0.122
H 4.688 -3.633 8.504  0.078
H -4.319 5.158 -1.398  0.109
H -1.452 -8.349 2.346  0.076
H 3.115 2.852 2.143  0.085
H 2.660 -2.521 -1.250  0.097
H 6.935 -1.870 -3.027  0.076
H 4.698 -2.045 -3.627  0.103
H -6.201 -6.316 -1.660  0.072
H -8.144 0.596 -1.887  0.082
H 2.409 6.211 1.243  0.110
H 0.657 -2.083 -8.628  0.119
H 6.074 -2.370 1.537  0.035
H -4.563 1.530 7.034  0.127
H 5.642 0.402 0.316  0.075
H -2.646 4.127 -2.812  0.082
H -6.246 0.014 4.204  0.118
H -4.249 -5.122 -2.877  0.105
H -1.662 -5.314 -0.136  0.058
H -5.114 0.007 -2.793  0.074
H 0.020 0.652 -2.032  0.071
H -0.221 0.157 -9.576  0.102
H -2.710 3.274 6.684  0.080
H -0.692 2.079 -8.055  0.125
H 1.240 0.547 -8.938  0.091
H -5.640 -0.639 6.475  0.114
H 5.306 -4.921 6.077  0.091
H 0.682 1.752 2.947  0.072
H -3.963 1.194 1.693  0.071
H -1.665 6.263 -0.121  0.086
H -1.923 2.040 7.613  0.082
H 6.151 -4.932 -0.631  0.082
H 2.444 2.104 -5.920  0.058
H 5.175 0.019 -2.776  0.106
H -6.695 1.781 -0.219  0.108
H -1.451 -0.273 6.105  0.089
H -5.218 3.198 2.509  0.059
H -4.409 5.720 -3.791  0.076
H 1.513 4.754 -0.658  0.054
H -2.370 -0.612 4.728  0.047
H -3.113 2.829 -1.817  0.063
H -5.238 -6.352 -0.234  0.070
H 3.192 -3.633 -2.328  0.114
H 2.555 4.037 0.859  0.066
H -0.328 6.736 2.282  0.121
H 0.611 -0.084 -3.948  0.068
H -4.427 -1.033 5.293  0.107
H -2.913 -4.094 -1.308  0.053
H -2.122 -0.682 -2.952  0.100
H 0.173 2.906 4.175  0.068
H -1.245 -7.792 0.102  0.115
H -2.992 -2.067 -4.774  0.074
H 1.448 -2.447 -4.887  0.068
H 7.281 -0.275 0.534  0.085
H -6.295 2.031 -4.991  0.115
H -2.894 3.695 3.930  0.105
H 2.944 -0.235 -7.482  0.065
H -6.589 2.197 2.795  0.091
H -5.901 5.137 -4.204  0.072
H -1.532 -6.595 2.842  0.071
H -5.819 3.187 4.134  0.085
H 1.900 2.400 4.007  0.069
H -1.346 2.469 1.820  0.062
H 1.045 5.456 3.805  0.116
H -3.552 0.099 7.350  0.122
H 0.950 1.686 -0.966  0.054
H 0.517 -2.123 0.213  0.046
H -2.805 -3.503 -3.653  0.064
H 2.295 -1.674 3.551  0.114
H 2.211 1.936 -7.642  0.060
H -6.364 1.297 5.257  0.120
H -2.376 -2.133 2.988  0.052
H -5.676 -0.085 -1.142  0.091
H 2.330 3.811 -4.148  0.096
H 6.245 -3.953 -2.126  0.062
H -7.634 0.564 -3.497  0.073
H -0.648 -1.575 -7.565  0.107
H 2.058 2.353 0.919  0.071
H 0.319 5.734 -1.281  0.090
H -1.172 0.571 4.582  0.073
H -0.651 3.251 -5.794  0.083
H -4.060 -2.273 -3.537  0.066
H 3.059 -2.008 -7.485  0.086
H -1.188 -2.012 -1.179  0.033
H -4.585 4.474 -5.141  0.074
H 4.994 -3.973 4.654  0.071
H -1.289 0.597 -7.316  0.112
H 5.030 0.786 4.185  0.079
H 6.281 -1.000 6.611  0.098
H -3.533 -0.109 2.791  0.051
H 1.364 3.227 -6.817  0.075
H -0.928 -4.074 3.080  0.110
H 6.900 0.770 -0.820  0.082
H 4.618 -4.567 0.998  0.075
H 2.354 3.786 -2.545  0.086
H 4.740 -1.844 8.397  0.080
H 7.849 -2.338 -1.534  0.083
H -0.112 -7.395 2.142  0.077
H 0.033 -4.312 1.111  0.055
H 3.517 0.497 3.441  0.062
H -4.438 2.971 -0.144  0.088
H 3.153 -1.094 -5.987  0.065
H -5.068 -4.201 -1.633  0.118
H 1.343 -0.200 0.730  0.116
H -5.664 4.114 0.283  0.095
H 1.792 0.332 -1.710  0.057
H 4.595 -1.043 2.451  0.080
H 2.140 -1.003 5.263  0.124
H -8.353 2.032 -2.890  0.083
H 4.981 -5.118 -2.045  0.080
H -1.171 2.727 6.243  0.063
H -0.285 0.195 0.528  0.088
H 1.171 -3.400 -6.366  0.091
H -7.418 3.201 -0.935  0.123
H 4.208 2.246 -4.287  0.069
H 1.902 7.195 2.623  0.116
H 4.586 2.186 -2.738  0.070
H 3.155 -3.447 0.795  0.068
H 2.916 1.513 -3.240  0.053
H -2.143 4.640 -0.045  0.058
H -4.682 -7.313 -1.532  0.075
H 2.996 -4.297 6.567  0.114
H -3.027 2.684 -3.669  0.070
H -5.978 5.114 -1.895  0.118
H 3.259 -1.358 -3.317  0.080
H -2.401 -2.731 1.412  0.075
H 0.025 4.069 -0.944  0.069
H -0.078 2.416 -4.399  0.071
H 3.632 0.942 5.198  0.081
H 6.443 -3.592 5.593  0.088
H -5.126 0.019 2.174  0.085
H -2.668 -6.965 0.621  0.109
H 3.359 -4.999 0.039  0.086
H -1.567 -1.276 1.667  0.064
H 4.135 -0.195 -1.347  0.106
H 0.453 7.245 0.783  0.129
H 2.776 -3.798 4.275  0.103
H 6.137 -2.837 8.207  0.073
H 7.947 -0.777 -2.049  0.073
H -0.041 -2.690 3.429  0.087
H -4.398 1.072 -1.620  0.070
H 4.508 4.732 -4.101  0.078
H -1.399 1.745 -5.367  0.070
H -0.938 -1.856 -3.179  0.103
H 1.368 -3.352 5.016  0.097
H 5.719 -2.061 3.222  0.077


[2]
The following is a DFT calculation (the ωB97M-V functional and the def2-TZVPD basis) of 9 unconnected molecules or ions with the total composition C66H151N9O14 in a non-equilibrium geometry.

Results
HOMO level = -8.0 eV
total charge = 0
ΔE to the lowest compared entry with this formula, charge and spin = 236.4 kJ/mol
total energy = -112952.1936 eV
structure (SMILES) = CC1(C)CCCC(C)(C)N1O.CC1(C)CCCC(C)(C)N1O.CC1(C)CCCC(C)(C)N1O.CC1(C)CCCC(C)(C)N1O.COCCNCCOC.COCCNCCOC.COCCNCCOC.COCCNCCOC.COCCNCCOC

Each line ends with the Löwdin charge.
Geometry (Å):
O 26.079 22.014 17.054  -0.034
O 23.085 20.670 11.310  -0.062
O 15.627 17.283 12.366  -0.080
O 13.145 20.635 13.531  -0.165
O 23.478 17.226 13.399  -0.229
O 26.235 14.428 23.130  -0.046
O 25.761 13.226 11.400  -0.181
O 20.491 15.324 17.090  -0.179
O 18.835 20.345 15.848  -0.196
O 12.618 11.536 18.089  -0.225
O 16.674 11.349 15.182  -0.210
O 27.177 18.938 9.923  -0.190
O 28.819 20.455 13.435  -0.218
O 24.966 13.800 15.885  -0.161
N 15.756 19.424 14.012  -0.063
N 20.899 15.937 14.217  0.001
N 23.754 12.207 13.877  -0.058
N 24.874 21.298 16.862  -0.078
N 16.764 16.460 12.338  -0.049
N 15.581 11.371 17.799  -0.050
N 22.167 21.827 11.418  -0.028
N 27.944 18.077 12.463  -0.027
N 25.480 15.431 22.418  -0.065
C 20.852 21.315 11.323  -0.530
C 28.794 18.179 13.604  -0.230
C 29.681 19.358 13.442  -0.243
C 26.165 20.036 15.032  0.007
C 16.118 15.660 14.569  -0.035
C 25.630 14.985 16.276  -0.091
C 26.128 19.105 9.007  -0.116
C 19.739 16.285 15.086  -0.196
C 22.363 17.016 12.514  -0.195
C 17.369 14.176 12.989  -0.112
C 23.989 23.280 10.896  -0.064
C 23.821 15.471 24.328  -0.032
C 14.126 20.391 12.555  -0.273
C 19.851 22.555 11.234  -0.135
C 23.597 20.108 15.169  -0.148
C 23.671 13.783 21.708  -0.026
C 25.876 16.818 24.326  -0.054
C 24.399 20.945 19.214  -0.043
C 19.276 21.390 16.700  -0.099
C 20.896 14.172 17.769  -0.118
C 20.564 20.389 10.090  -0.010
C 20.447 20.547 12.536  -0.033
C 13.588 11.337 19.111  -0.253
C 17.686 20.661 15.140  -0.257
C 23.675 12.976 12.657  -0.229
C 16.364 16.207 9.832  -0.007
C 21.113 17.069 13.335  -0.237
C 24.116 17.448 22.731  -0.105
C 15.513 20.424 13.020  -0.220
C 26.724 13.162 12.405  -0.100
C 23.825 16.001 20.713  -0.156
C 23.631 13.995 15.619  -0.289
C 17.048 19.341 14.668  -0.172
C 24.725 20.257 17.908  -0.517
C 23.520 18.925 16.058  -0.191
C 22.811 22.363 8.929  -0.015
C 19.497 15.218 16.098  -0.217
C 25.618 14.384 20.142  -0.024
C 16.260 15.272 13.124  -0.493
C 18.335 15.205 11.015  -0.166
C 20.278 23.556 10.211  -0.220
C 25.925 19.353 18.180  -0.019
C 23.084 12.705 15.119  -0.174
C 22.670 22.844 10.400  -0.507
C 28.560 17.522 11.185  -0.166
C 11.885 20.654 12.915  -0.123
C 24.677 14.824 21.267  -0.478
C 24.836 17.136 12.792  -0.060
C 11.553 10.552 17.998  -0.089
C 17.265 10.557 14.187  -0.111
C 24.609 12.461 11.615  -0.236
C 17.387 16.339 10.959  -0.498
C 21.664 24.046 10.516  -0.129
C 18.206 17.625 10.841  -0.035
C 23.526 19.407 17.488  -0.133
C 14.790 12.118 18.799  -0.222
C 14.899 14.682 12.727  -0.012
C 24.812 16.258 23.457  -0.538
C 24.862 20.894 15.441  -0.491
C 24.804 22.079 14.547  -0.046
C 17.804 13.913 11.542  -0.176
C 17.517 11.481 16.275  -0.240
C 29.351 21.657 12.940  -0.093
C 16.677 12.193 17.343  -0.227
C 23.097 16.915 21.653  -0.168
C 27.497 17.569 10.116  -0.238
H 23.009 15.549 20.115  0.118
H 18.812 22.213 11.074  0.129
H 14.117 15.423 12.832  0.084
H 25.598 17.207 13.624  0.073
H 23.550 19.646 14.186  0.100
H 19.385 20.265 12.285  0.099
H 29.410 17.297 13.788  0.127
H 25.180 15.552 17.105  0.080
H 14.466 13.052 18.346  0.122
H 24.692 22.445 10.915  0.076
H 23.876 14.072 12.837  0.117
H 24.522 24.013 10.174  0.122
H 21.853 14.306 18.232  0.057
H 17.037 13.283 13.528  0.098
H 16.059 20.171 12.103  0.128
H 15.817 14.902 15.273  0.075
H 19.854 23.082 12.138  0.094
H 27.165 14.685 23.008  0.110
H 25.438 17.523 25.000  0.085
H 24.823 11.446 11.881  0.117
H 18.834 14.994 10.111  0.118
H 19.900 17.241 15.536  0.112
H 22.481 16.067 11.943  0.131
H 25.929 18.608 17.426  0.047
H 20.233 17.180 12.761  0.064
H 13.915 19.386 12.140  0.136
H 16.395 13.210 17.020  0.110
H 18.359 12.157 15.950  0.116
H 23.209 23.166 8.389  0.059
H 22.363 17.806 11.784  0.102
H 23.996 12.485 10.713  0.124
H 23.433 21.464 19.221  0.086
H 19.446 22.369 16.165  0.105
H 18.009 10.599 16.683  0.125
H 14.984 19.424 14.609  0.107
H 19.007 17.693 11.574  0.050
H 26.213 19.894 13.953  0.074
H 30.455 19.525 14.184  0.122
H 15.015 11.129 16.988  0.113
H 26.109 19.041 15.448  0.043
H 21.157 18.036 13.946  0.128
H 23.349 18.608 18.176  0.111
H 23.659 18.110 23.448  0.114
H 27.768 17.040 9.176  0.135
H 18.318 14.501 13.465  0.106
H 21.025 19.643 12.565  0.049
H 23.228 12.032 16.011  0.138
H 26.224 18.588 8.044  0.093
H 20.236 21.099 17.159  0.078
H 26.651 14.855 16.563  0.084
H 22.817 14.294 22.143  0.067
H 24.338 20.235 20.040  0.072
H 15.754 15.413 10.094  0.035
H 21.736 15.925 14.772  0.070
H 15.779 17.998 13.027  0.033
H 19.486 24.405 10.214  0.141
H 22.791 15.421 23.919  0.066
H 25.630 22.825 17.373  0.123
H 20.174 21.032 9.281  0.069
H 27.371 14.048 12.250  0.097
H 18.481 15.272 16.606  0.139
H 22.750 20.829 15.366  0.144
H 19.561 14.229 15.641  0.101
H 17.244 9.551 14.567  0.083
H 24.419 16.657 20.088  0.100
H 17.297 12.317 18.216  0.109
H 18.579 21.492 17.519  0.079
H 16.834 21.214 15.651  0.146
H 15.670 21.487 13.362  0.143
H 19.024 15.529 11.803  0.110
H 23.505 14.866 14.884  0.124
H 22.641 18.323 15.902  0.106
H 16.973 18.606 15.528  0.144
H 23.917 22.732 14.561  0.099
H 24.412 18.312 16.000  0.089
H 11.942 21.088 11.926  0.075
H 23.708 15.962 25.375  0.113
H 18.543 13.067 11.465  0.126
H 15.396 16.535 14.657  0.103
H 26.243 13.572 20.548  0.088
H 25.065 14.049 19.280  0.068
H 14.991 14.359 11.673  0.077
H 16.993 13.487 10.933  0.108
H 25.520 15.754 15.515  0.067
H 20.650 21.141 13.424  0.093
H 22.640 12.860 12.249  0.128
H 26.194 15.317 19.912  0.097
H 23.225 13.340 20.856  0.072
H 24.027 13.090 22.413  0.072
H 27.231 12.234 12.269  0.083
H 18.936 16.475 14.430  0.067
H 24.192 14.447 24.463  0.078
H 29.370 22.467 13.685  0.089
H 25.249 21.614 19.472  0.095
H 20.179 23.153 9.179  0.103
H 25.978 20.184 8.895  0.087
H 25.790 22.562 14.531  0.093
H 21.088 13.323 17.083  0.083
H 21.803 22.091 8.502  0.078
H 22.818 17.826 21.220  0.080
H 28.216 18.292 14.488  0.091
H 29.400 18.088 10.744  0.110
H 24.765 21.663 13.525  0.068
H 24.918 17.983 22.219  0.112
H 15.382 12.326 19.642  0.107
H 11.365 19.608 12.826  0.124
H 10.854 10.894 17.201  0.094
H 21.451 19.822 9.717  0.096
H 27.020 20.550 15.445  0.078
H 20.199 13.900 18.575  0.094
H 16.745 10.621 13.234  0.086
H 21.777 24.468 11.509  0.115
H 25.196 18.787 9.441  0.070
H 17.476 18.467 10.977  0.093
H 17.083 16.107 14.878  0.056
H 22.217 16.443 22.155  0.114
H 15.721 17.058 9.720  0.077
H 26.415 16.147 24.880  0.057
H 24.943 16.208 12.249  0.062
H 21.986 24.793 9.760  0.130
H 23.086 14.343 16.449  0.078
H 19.766 19.691 10.283  0.039
H 28.967 16.534 11.367  0.112
H 26.519 17.369 23.678  0.085
H 23.779 23.749 11.857  0.081
H 16.834 15.929 8.867  0.104
H 22.020 12.846 14.924  0.106
H 25.776 18.814 19.123  0.076
H 18.330 10.929 14.009  0.109
H 14.854 13.838 13.342  0.063
H 23.388 20.513 12.231  0.076
H 18.025 21.250 14.271  0.110
H 17.783 18.847 14.066  0.094
H 26.618 17.089 10.616  0.112
H 22.623 20.063 17.551  0.120
H 18.619 17.739 9.863  0.076
H 13.091 11.558 20.131  0.149
H 23.464 21.488 8.881  0.077
H 26.331 13.267 13.394  0.065
H 11.008 10.427 18.963  0.085
H 11.243 21.246 13.545  0.077
H 26.881 19.870 18.332  0.097
H 27.593 18.999 12.293  0.080
H 28.666 21.946 12.121  0.092
H 13.927 10.262 18.988  0.133
H 25.166 18.019 12.147  0.083
H 30.339 21.522 12.468  0.088
H 24.701 11.878 14.112  0.107
H 14.062 21.100 11.730  0.125
H 30.241 19.232 12.448  0.134
H 12.009 9.566 17.802  0.081


Question: What is the formula in the second record?
Answer: C66H151N9O14


Question: Which of these has the highest ΔE to the lowest compared entry with this formula, charge and spin?
Answer: C66H151N9O14